Here is a molecular structure, C27H42FN10O10PPdS from the OMol25 dataset. Energies are from ωB97M-V with the def2-TZVPD basis set.

Structure (XYZ):
```
93
Properties=species:S:1:pos:R:3
Pd 0.1960 0.4063 0.3797
C -0.4767 -0.6290 5.5844
N 0.4270 -0.6980 4.4605
C 1.1976 -1.8792 4.1444
C 1.5592 -1.6352 2.6749
O 2.3038 -2.3501 2.0362
N 0.8805 -0.5262 2.2447
C 0.1855 -0.0698 3.2863
N -0.6599 0.9616 3.1949
H -0.0644 -1.2291 6.3947
H -1.4643 -1.0174 5.3180
H -0.5531 0.4013 5.9384
H 0.5845 -2.7831 4.2153
H 2.0932 -1.9798 4.7587
H -0.8254 1.2458 2.2238
H -1.4650 0.9438 3.7998
C 1.5827 -0.6004 -6.1431
N 0.6949 -0.4945 -5.0041
C -0.4979 0.1494 -5.1363
C -1.3468 0.2685 -4.1084
C -0.9264 -0.3043 -2.8515
N 0.2482 -0.9020 -2.7055
C 1.0902 -1.0369 -3.7553
O 2.1755 -1.6125 -3.7019
N -1.7931 -0.2647 -1.8408
H 1.0791 -1.0935 -6.9780
H 2.4394 -1.1914 -5.8356
H 1.9232 0.3872 -6.4652
H -0.7071 0.5541 -6.1193
H -2.2854 0.7941 -4.1866
H -2.5226 0.4445 -1.9174
H -1.4437 -0.3419 -0.8785
F -1.9104 -3.5508 -2.9291
C -2.1584 -4.0845 -1.7219
C -1.6628 -3.5427 -0.5977
N -1.8865 -4.0997 0.6379
C -1.3401 -3.4474 1.8340
C -2.0075 -2.0826 2.1537
O -2.0378 -1.8002 3.3753
O -2.3506 -1.3999 1.1749
C -2.6425 -5.2334 0.7862
O -2.8748 -5.7902 1.8460
N -3.1493 -5.7421 -0.3994
C -2.9775 -5.2710 -1.6947
O -3.4793 -5.8488 -2.6449
H -1.0562 -2.6470 -0.6095
H -0.2766 -3.2660 1.6591
H -1.4622 -4.1336 2.6638
H -3.7078 -6.5749 -0.2974
C -4.0745 1.4812 1.7299
C -3.8810 2.9776 1.5141
C -5.1491 3.7266 1.9120
C -2.6894 3.5121 2.3053
O -3.7349 3.2547 0.1090
P -2.4265 2.8882 -0.7889
O -2.9497 2.3652 -2.0827
O -1.4469 2.1233 0.0320
O -1.7456 4.3491 -1.0010
C -2.3072 5.4904 -1.6563
C -3.4312 5.1651 -2.6363
C -1.1389 6.1290 -2.4005
C -2.8261 6.4346 -0.5740
H -4.2312 1.2663 2.7912
H -3.2276 0.8991 1.3740
H -4.9534 1.1384 1.1811
H -5.3759 3.5545 2.9666
H -5.9889 3.3779 1.3094
H -5.0251 4.7996 1.7489
H -2.8222 3.2889 3.3673
H -2.6089 4.5946 2.1895
H -1.7612 3.0580 1.9569
H -3.0874 4.4839 -3.4116
H -3.7737 6.1000 -3.0903
H -4.2685 4.6890 -2.1275
H -0.7617 5.4354 -3.1528
H -0.3300 6.3493 -1.7026
H -1.4503 7.0546 -2.8918
H -3.6678 5.9727 -0.0571
H -3.1563 7.3800 -1.0129
H -2.0369 6.6357 0.1524
C 6.5826 0.9300 1.1283
N 5.3658 0.5741 0.4485
C 5.2588 -0.3381 -0.5953
C 3.9522 -0.4217 -0.9112
N 3.2819 0.4412 -0.0735
C 4.1297 1.0456 0.7875
S 3.7990 2.1523 2.0161
H 7.4078 0.9292 0.4152
H 6.8023 0.2300 1.9384
H 6.4546 1.9217 1.5580
H 6.1186 -0.8420 -0.9989
H 3.4244 -1.0065 -1.6491
H 2.2398 0.4660 -0.0351
```

Results
Relative energy (zero: lowest compared OMol25 entry of this formula, charge and spin) in eV: 0.8722
E in eV: -90387.907
LUMO energy in eV: 4.26
Frontier orbital gap in Eh: 0.212
Total charge: -2